A | The following is a quantum chemistry calculation of a cluster of 2 separate species, C7H19N in total, from OMol25.

- M: 117.24 g mol⁻¹
- Highest occupied orbital energy: -8.70 eV
- SMILES string: CCC(C)C.CNC
- Frontier orbital gap: 9.752 eV

```
! wB97M-V def2-TZVPD RIJCOSX def2/J DEFGRID3
* xyz 0 1
C 0.99504 -1.35791 -0.54902
C 0.27576 -0.90120 -1.81006
C -1.30089 -0.64466 -1.70581
C -1.59310 0.71035 -1.07923
C -2.04989 -1.75227 -0.98144
H 0.51420 -2.21176 -0.07689
H 2.02113 -1.63842 -0.78455
H 1.02691 -0.54000 0.16660
H 0.82033 -0.08099 -2.28574
H 0.35971 -1.71979 -2.53148
H -1.64606 -0.62652 -2.74627
H -2.65103 0.95287 -1.17137
H -1.02845 1.49867 -1.57380
H -1.35602 0.69377 -0.01800
H -1.77432 -1.76357 0.07191
H -3.12426 -1.58272 -1.04142
H -1.83810 -2.72077 -1.42946
C 2.34705 1.73549 1.66070
N 0.90943 1.82581 1.51853
C 0.20487 1.01179 2.48390
H 2.81449 2.45708 0.99189
H 2.63703 1.99304 2.68135
H 2.73358 0.72716 1.43527
H 0.64729 1.54989 0.52057
H 0.42294 -0.06351 2.36571
H -0.86942 1.16512 2.38911
H 0.50175 1.28305 3.49899
*
```

B | The following is a quantum chemistry calculation of a cluster of 3 separate species, C7H19N in total, from OMol25.

- M: 117.24 g mol⁻¹
- Highest occupied orbital energy: -9.34 eV
- SMILES string: C=C(C)C.CCC.N
- Frontier orbital gap: 10.326 eV

```
! wB97M-V def2-TZVPD RIJCOSX def2/J DEFGRID3
* xyz 0 1
C 3.42439 0.05821 0.29811
C 2.22259 0.59929 0.43148
C 1.66199 1.57220 -0.55891
C 1.29847 0.23826 1.55174
H 3.81447 -0.64961 1.01134
H 4.07745 0.31511 -0.51950
H 1.31153 2.46927 -0.05840
H 2.39828 1.84933 -1.30055
H 0.81313 1.11609 -1.06742
H 0.92453 1.14638 2.04191
H 0.44137 -0.29690 1.15118
H 1.79879 -0.38750 2.29415
C -2.61722 1.22931 -0.05997
C -2.34145 -0.17752 -0.57700
C -2.71680 -1.23576 0.45296
H -3.67200 1.34979 0.17914
H -2.03866 1.42230 0.84120
H -2.34661 1.97325 -0.80595
H -2.91674 -0.34477 -1.49065
H -1.28361 -0.28470 -0.82685
H -2.14807 -1.09384 1.36973
H -3.77595 -1.17621 0.69707
H -2.50779 -2.23216 0.07065
N 0.86754 -1.66209 -1.21900
H 0.86642 -1.87124 -2.21108
H 0.62819 -2.51568 -0.73463
H 1.81575 -1.41079 -0.96074
*
```

Most stable structure, least stable structure: B, A.

A | The following is a quantum chemistry calculation of a cluster of 2 separate species, C11H18 in total, from OMol25.

- M: 150.27 g mol⁻¹
- Highest occupied orbital energy (alpha / beta): -13.33 / -13.33 eV
- Frontier orbital gap (alpha / beta): 8.603 / 4.759 eV

```
! wB97M-V def2-TZVPD RIJCOSX def2/J DEFGRID3
* xyz 1 2
C 1.43559 -0.87140 -2.93745
C 2.90240 -0.08844 1.10119
C 3.04965 0.86966 0.10901
C 2.31308 -1.31054 0.73296
C 2.66160 0.51609 -1.24795
C 1.89215 -1.63018 -0.60248
C 2.03146 -0.61773 -1.60965
H 2.71532 0.19188 2.22208
H 3.19722 2.05888 0.23960
H 2.06397 -2.06254 1.44818
H 2.75608 1.47621 -1.87938
H 1.37102 -2.57662 -0.82464
H 0.72154 -0.09615 -2.97701
H 0.92426 -1.79570 -3.01757
H 2.23910 -0.70785 -3.71059
C -1.99987 0.41888 0.76989
C -1.77428 -0.43425 1.98267
C -3.20381 -0.25904 0.06024
C -2.17787 2.02429 0.89788
H -1.13210 0.47414 0.15784
H -2.06459 -1.46041 1.76715
H -2.64510 -0.12985 2.64076
H -4.08028 -0.23618 0.69028
H -3.09699 0.38318 -0.87601
H -2.73885 -1.24099 -0.17380
H -1.27384 2.48213 0.20285
H -3.08074 2.41178 0.48001
H -2.15012 2.66351 1.86138
H -0.85601 -0.45276 2.49253
*
```

B | The following is a quantum chemistry calculation of a cluster of 2 separate species, C11H18 in total, from OMol25.

- M: 150.27 g mol⁻¹
- Highest occupied orbital energy (alpha / beta): -13.41 / -13.41 eV
- Frontier orbital gap (alpha / beta): 9.173 / 4.924 eV

```
! wB97M-V def2-TZVPD RIJCOSX def2/J DEFGRID3
* xyz 1 2
C -0.13271 -0.34706 -1.41118
C -0.62587 -0.61229 -2.91843
C -0.19726 -1.62936 -0.55742
C 0.93376 -1.90124 0.20221
C -1.39796 -2.32322 -0.24860
C 0.94112 -2.96829 1.12943
C -1.36891 -3.20826 0.84105
C -0.23927 -3.56417 1.58355
H 0.83956 0.10786 -1.46133
H -0.76911 0.49885 -1.01883
H -1.21021 -1.43702 -2.94694
H 1.90231 -1.46108 -0.03570
H -2.33253 -2.09712 -0.78047
H 1.88757 -3.24669 1.73558
H -2.33369 -3.65961 1.08144
H -0.50558 -4.20752 2.45900
H 0.37093 -0.77525 -3.40188
H -1.28106 0.17907 -3.26462
C -0.02718 3.53797 0.83985
C 0.09007 2.21650 1.65597
C 1.25549 3.44089 -0.09366
H -0.95290 3.51476 0.27181
H -0.08283 4.22904 1.56180
H -0.27051 1.23393 1.09125
H 2.03329 4.10373 0.37520
H 1.77405 2.51710 -0.03761
H -0.44659 2.27168 2.61200
H 1.11594 1.82969 1.85769
H 1.03006 3.75710 -1.12116
*
```

Most stable structure, least stable structure: B, A.

A | The following is a quantum chemistry calculation of a cluster of 2 separate species, C3H10N4 in total, from OMol25.

- M: 102.14 g mol⁻¹
- Highest occupied orbital energy: -8.49 eV
- SMILES string: [H]/N=C/N.N/C=C/N
- Frontier orbital gap: 9.461 eV

```
! wB97M-V def2-TZVPD RIJCOSX def2/J DEFGRID3
* xyz 0 1
H -2.51223 1.05245 -2.57644
N -1.58922 1.34670 -2.27660
C -0.80778 0.34425 -2.27946
N 0.52768 0.46296 -2.00446
H -1.12158 -0.67167 -2.52173
H 0.98712 -0.34087 -1.60785
H 0.79450 1.35639 -1.62186
N 2.14130 -0.92299 1.46736
C 0.96503 -0.11751 1.56086
C -0.25307 -0.62660 1.51833
N -1.42651 0.17804 1.55137
H 2.59726 -1.07966 2.35688
H 2.83521 -0.49278 0.87062
H 1.10109 0.95979 1.59211
H -0.39510 -1.70329 1.47420
H -2.22506 -0.36627 1.83681
H -1.61863 0.62106 0.65985
*
```

B | The following is a quantum chemistry calculation of a cluster of 2 separate species, C3H10N4 in total, from OMol25.

- M: 102.14 g mol⁻¹
- Highest occupied orbital energy: -8.72 eV
- SMILES string: [H]/N=C\N/C(C)=N\[H].N
- Frontier orbital gap: 9.409 eV

```
! wB97M-V def2-TZVPD RIJCOSX def2/J DEFGRID3
* xyz 0 1
H -1.67592 -1.07760 1.37251
N -2.02588 -0.20713 1.77892
C -1.21708 0.76755 1.60419
N -0.03082 0.78048 0.93145
C -0.02718 0.08871 -0.73616
C 1.07544 0.79806 -1.46209
N -1.11024 -0.20584 -1.28802
H -1.83298 -0.65215 -0.73096
H -1.50487 1.71023 2.07783
H 0.42160 1.68732 0.95027
H 1.98814 0.78533 -0.87193
H 0.77793 1.82922 -1.64787
H 1.25343 0.31407 -2.42377
N 0.92604 -1.49254 0.00029
H 0.22734 -2.21845 -0.13017
H 1.82313 -1.76182 -0.39320
H 0.93192 -1.14545 0.96871
*
```

Most stable structure, least stable structure: A, B.